{
  "formula": "C2H2O2S2",
  "method": "wB97M-V/def2-TZVPD",
  "symbols": ["H", "S", "C", "H", "S", "C", "O", "O"],
  "positions_angstrom": [[1.77655, -2.11825, 0.08470], [-1.94925, -0.16071, 0.15946], [1.44179, -0.23250, 0.09597], [-0.85002, 2.03102, -0.45044], [2.76152, 0.62065, 0.19057], [-0.90142, 1.00393, -0.16252], [-3.34067, 0.30526, 0.01452], [1.06149, -1.44939, 0.06773]],
  "forces_ev_per_a": [[0.107, 0.356, 0.046], [0.464, 1.511, -0.447], [-0.836, 1.449, -0.125], [-0.085, 0.381, -0.096], [-0.091, -0.144, -0.009], [1.216, -2.271, 0.565], [-0.269, -0.408, 0.137], [-0.506, -0.876, -0.072]],
  "mulliken_charge": [0.349, 0.332, 0.323, 0.365, -0.201, -0.309, -0.525, -0.335],
  "homo_lumo_gap_ev": [8.3, 7.5],
  "e_tot_ev": -27866.2398,
  "spin_multiplicity": 1,
  "de_lowest_ev": 5.366,
  "charge": 0
}

{
  "formula": "C28H42CaNO24",
  "method": "wB97M-V/def2-TZVPD",
  "symbols": ["C", "C", "C", "C", "H", "H", "H", "O", "H", "H", "H", "O", "O", "C", "H", "C", "C", "H", "C", "H", "C", "H", "H", "C", "H", "O", "O", "Ca", "H", "H", "O", "H", "C", "H", "N", "H", "C", "O", "O", "H", "O", "O", "O", "H", "C", "H", "H", "C", "H", "H", "H", "C", "C", "H", "C", "H", "H", "O", "H", "O", "H", "H", "O", "O", "H", "O", "C", "H", "O", "O", "H", "C", "O", "C", "H", "H", "C", "H", "O", "C", "H", "C", "O", "H", "C", "H", "O", "C", "O", "H", "O", "H", "C", "C", "C", "H"],
  "positions_angstrom": [[2.52537, -1.56542, 5.42268], [5.51768, -0.69307, -0.14012], [1.42781, 0.69155, 3.07102], [3.41606, 3.06581, -3.09643], [-5.52260, -3.25642, 1.37199], [-3.38969, 4.92623, -2.67138], [1.03997, -0.14083, 5.87052], [-4.20668, 0.65800, -2.95605], [-3.70754, 5.65365, -1.07703], [-3.17378, 1.34888, -6.98519], [2.85398, -1.63392, 6.46459], [2.67461, 1.85376, -2.97340], [0.20006, -3.37018, 2.94478], [-4.45714, 0.77604, -4.32631], [-6.49110, -3.07739, 2.83971], [-1.04933, 3.34957, -0.25538], [-3.00823, 5.60868, -1.91254], [-4.55550, -0.18242, -4.84330], [-1.60608, 5.17706, -1.48404], [2.67756, 4.81933, -1.94226], [2.37796, 4.14230, -2.73901], [-0.40406, -5.25129, 5.02638], [-0.04195, 6.01402, -0.26556], [0.24738, -4.78498, 3.02066], [-3.37383, 2.57262, -4.95285], [-0.81249, 2.22677, 0.03012], [1.22379, 3.38152, -2.36354], [-0.26450, -0.09875, -0.29215], [0.68121, -6.00445, 1.28914], [3.74596, 0.71615, 4.86863], [0.93664, 0.89470, 2.00926], [6.04073, -0.23217, 0.69962], [5.30532, -3.21944, -0.59615], [-1.65934, -4.55922, 3.94729], [-0.61655, -2.42933, -2.09178], [-6.73547, -1.96345, 1.50210], [3.99222, 3.28644, -4.48187], [3.54817, -1.86831, 0.25473], [-2.24908, 1.08324, -3.83307], [-5.34657, 1.37887, -4.50548], [-2.40616, 0.56452, -1.64975], [-4.24431, -0.95804, 1.54869], [1.24083, -0.40323, 3.80391], [5.25659, -2.18023, 1.35935], [-1.03940, 5.59392, -0.11913], [1.24351, -5.10576, 3.34158], [2.45899, 1.56819, 5.82824], [-2.60067, 0.94205, -6.14610], [4.64594, 2.44075, -4.69731], [-1.56765, 1.26293, -6.26286], [-2.65474, -0.14195, -6.22453], [-2.95943, -0.80025, 1.83081], [-2.89754, 0.73623, -2.72247], [2.07626, 4.72636, -3.61084], [1.45024, 2.08462, -2.49138], [-1.03264, -5.67207, 1.46438], [4.99658, -3.01146, -1.62137], [0.65919, 1.23180, -2.22015], [1.84578, -2.41446, 5.33861], [-2.18556, -0.09362, 1.25101], [-3.04112, 6.59157, -2.38528], [3.42213, -1.74418, 4.82832], [2.16325, -0.19299, -0.26573], [0.48933, -1.88441, 1.27149], [6.38124, -3.41119, -0.57214], [0.05379, -4.04501, 0.84430], [-0.79696, -5.22690, 4.00969], [-0.90044, 5.48102, -2.25860], [-1.34192, -2.16274, -1.08983], [0.28923, -1.58930, -2.26322], [4.11728, 3.07308, -2.25921], [-0.03684, -5.24002, 1.58808], [-2.60816, -1.55071, 2.87005], [3.26037, -0.63857, -0.13625], [-3.53877, -3.31432, 2.55450], [4.83889, -4.16839, -0.33282], [-3.18717, 1.50185, -4.85796], [3.18489, 3.37152, -5.20775], [-0.83372, -3.41758, -2.78737], [-3.70403, -2.43821, 3.18093], [4.59839, 4.18839, -4.55756], [0.26691, -2.98601, 1.63765], [-1.54503, 3.74582, -1.43211], [-5.32060, -0.92082, 3.32692], [4.97539, -2.05992, 0.31275], [-1.28649, -6.18923, 3.83418], [2.20911, 1.57392, 3.73699], [2.70012, 1.01123, 4.92495], [4.35914, 0.06835, -0.43607], [-3.75465, -2.59258, 4.25304], [-0.98735, 4.39090, 0.61330], [6.23819, -0.80289, -0.95030], [-4.89599, -1.65192, 2.63909], [1.80606, -0.26320, 5.10394], [-5.98241, -2.53151, 2.04298], [-1.63881, 6.36052, 0.37000]],
  "forces_ev_per_a": [[0.261, -0.259, 0.674], [0.590, -0.512, 0.824], [-0.339, 0.117, 0.506], [-0.218, 1.308, 0.700], [-0.086, 0.027, -0.097], [0.052, -0.188, 0.139], [-0.321, 0.341, -0.359], [-0.780, -0.432, 0.701], [0.004, -0.250, 0.042], [0.112, -0.036, -0.070], [-0.020, 0.471, 0.025], [0.177, -0.354, -0.436], [0.571, 0.792, -0.601], [0.303, 0.904, -1.758], [0.012, -0.004, 0.019], [-1.077, 0.741, 0.020], [-0.065, 0.164, 0.279], [-0.077, -0.153, 0.439], [-0.167, 0.311, -0.905], [-0.053, -0.166, 0.142], [-0.545, -0.041, -0.696], [-0.166, 0.185, 0.007], [0.095, -0.197, 0.254], [-0.540, -0.878, 0.183], [0.588, 0.143, 0.586], [0.436, -0.486, 0.480], [-0.247, 1.058, 0.603], [-0.172, -0.305, -0.443], [0.102, 0.343, -0.412], [0.108, 0.369, -0.177], [0.083, 0.215, -0.399], [-0.029, 0.225, -0.137], [0.569, -0.324, -0.002], [0.250, 0.353, 0.171], [-0.752, -0.110, 0.713], [0.104, 0.136, -0.007], [0.306, -0.729, 0.435], [-0.053, -0.123, 0.555], [0.336, 1.041, 0.023], [-0.077, -0.154, 0.234], [0.249, -0.268, 0.063], [-0.477, 0.650, -0.159], [-0.539, -0.323, -0.046], [-0.130, -0.540, -0.070], [-0.249, 0.795, -0.712], [-0.023, 0.214, -0.073], [0.534, 0.887, -0.429], [-0.749, 0.632, -0.489], [-0.097, 0.039, -0.376], [0.011, 0.008, 0.060], [0.057, -0.031, 0.335], [0.379, 0.062, -0.127], [0.257, 0.387, 0.199], [0.163, 0.091, 0.020], [-0.019, -0.907, -0.035], [-0.032, 0.207, 0.024], [0.089, 0.206, 0.016], [0.086, 0.193, -0.029], [-0.079, 0.111, -0.401], [-0.055, 0.053, -0.226], [0.388, 0.081, 0.153], [-0.180, 0.107, -0.303], [-0.148, 0.209, 0.053], [-0.166, 0.769, -0.210], [0.011, 0.129, -0.134], [0.496, 0.374, -0.711], [-0.810, -0.296, 0.611], [-0.022, -0.048, -0.077], [-0.904, -0.410, 0.557], [0.977, -0.107, -0.988], [0.556, -0.275, -0.499], [-0.230, -0.411, 0.539], [0.260, -0.435, 0.844], [-0.260, 0.179, -0.581], [-0.194, -0.391, 0.449], [-0.215, 0.214, 0.359], [-0.017, -2.143, -0.251], [0.019, -0.224, -0.064], [0.577, 0.879, 0.237], [-0.139, 0.954, -0.337], [-0.059, 0.085, 0.309], [-0.217, -1.488, 0.756], [0.256, -0.103, 0.131], [0.254, 0.085, 0.105], [-0.289, -0.074, -0.308], [0.691, -0.259, -0.289], [0.267, 0.652, -0.422], [-1.168, -1.883, 1.383], [0.401, 0.206, -0.291], [0.219, -0.319, -0.040], [0.471, -0.438, 0.085], [-0.451, 0.329, -0.405], [-0.250, -0.809, -0.890], [1.230, -0.738, -0.184], [0.152, -0.097, 0.355], [-0.156, -0.313, 0.254]],
  "mulliken_charge": [-1.266, -0.562, 0.187, 0.403, 0.350, 0.225, 0.275, -0.343, 0.378, 0.429, 0.445, -0.284, -0.106, -0.582, 0.385, -0.147, -1.445, 0.303, 0.568, 0.344, -0.706, 0.351, 0.228, 0.509, 0.229, -0.040, 0.056, 2.303, 0.304, 0.318, -0.231, 0.317, -1.427, 0.154, 0.981, 0.364, -1.498, -0.222, -0.210, 0.325, -0.157, -0.267, -0.138, 0.257, -0.516, 0.254, 0.347, -1.483, 0.361, 0.306, 0.375, 0.156, 0.357, 0.314, 0.148, 0.370, 0.351, -0.291, 0.129, -0.322, 0.421, 0.316, -0.082, 0.273, 0.426, -0.372, -1.305, 0.122, -0.505, -0.535, 0.309, -0.723, -0.078, 0.099, 0.350, 0.343, 0.452, 0.369, -0.728, -0.624, 0.395, 0.060, 0.003, 0.349, 0.377, 0.394, -0.382, -0.520, -0.306, 0.344, -0.380, 0.319, 0.295, 0.419, -1.471, 0.368],
  "homo_lumo_gap_ev": 8.7,
  "e_tot_ev": -98784.5395,
  "spin_multiplicity": 1,
  "de_lowest_ev": 1.201,
  "charge": 1
}